Density functional theory data (ωB97M-V/def2-TZVPD) for 2 unconnected molecules or ions with the total composition C12H25BNO9 at a distorted geometry.

Values from the calculation:
- strongest force on any atom (eV/A) = 5.217
- multiplicity = 1
- HOMO-LUMO gap (eV) = 8.57
- total charge = +1
- total energy (Ha) = -1228.69350

```
48
C12H25BNO9 (ωB97M-V/def2-TZVPD)
C 0.966 4.186 0.154
C 0.205 3.132 -0.674
O 0.623 1.788 -0.317
B -0.296 1.113 0.410
O -0.402 1.361 1.764
C -1.258 -0.046 -0.178
O -2.113 -0.419 0.519
O -1.134 -0.570 -1.423
C 0.075 -1.313 -1.538
C 0.646 -1.083 -2.962
C 0.504 0.340 -3.457
O -0.623 0.334 -4.367
C -0.823 1.609 -4.819
C -1.593 2.592 -3.970
O -0.402 1.946 -5.829
C -0.129 -2.817 -1.331
O 0.668 -3.289 -0.240
O 2.005 -3.206 -0.604
H 1.465 4.872 -0.519
H 1.729 3.675 0.731
H 0.287 4.692 0.831
H 0.430 3.308 -1.718
H -0.875 3.197 -0.531
H -1.095 1.996 1.988
H 0.861 -0.997 -0.846
H 0.093 -1.716 -3.648
H 1.677 -1.426 -2.927
H 1.400 0.679 -3.976
H 0.270 1.052 -2.667
H -1.878 2.164 -3.009
H -2.478 2.915 -4.504
H -0.960 3.448 -3.766
H -1.147 -3.102 -1.087
H 0.214 -3.355 -2.213
H 2.181 -3.930 -1.226
C -0.450 -2.737 5.846
C -0.369 -1.384 5.229
O -1.040 -0.439 5.481
N 0.713 -1.119 4.225
C 0.332 -1.568 2.842
H -1.412 -2.840 6.340
H -0.360 -3.515 5.086
H 0.353 -2.852 6.577
H 1.578 -1.578 4.516
H 0.806 -0.099 4.233
H 0.184 -2.645 2.845
H 1.149 -1.309 2.175
H -0.576 -1.044 2.553
```